[1]
Density functional theory data (wB97M-V/def2-TZVPD) for a 3-piece molecular cluster, C10H19N3O4 overall in a non-equilibrium geometry.

Calculated values
LUMO: -0.22 eV
ΔE to the lowest compared entry with this formula, charge and spin: 183.1 kcal/mol
spin multiplicity: 1
HOMO: -9.63 eV

```
36
Properties=species:S:1:pos:R:3:forces:R:3:mulliken_charge:R:1
O -0.193337 2.093617 1.008856 -1.501 -1.133 -1.620 -0.6454
O 0.774489 -2.322498 -1.025353 -1.016 0.556 -0.127 -0.5177
O -2.493731 -0.931992 -1.854153 -0.292 0.666 0.128 -0.6460
O 2.871716 -1.788159 -0.811725 -0.083 1.997 1.518 -0.5550
N -3.231419 2.270553 0.441381 4.832 2.768 1.077 -0.7604
N -2.144051 0.092976 -3.809125 -1.989 -1.192 -1.247 -0.5192
N -0.165206 0.109728 -0.175116 -3.846 1.713 -1.482 0.0523
C 1.520350 -1.483754 -0.624855 1.918 -0.700 -0.041 0.2807
C 2.449289 -0.794153 2.418717 1.851 -1.437 -2.952 0.7004
C -2.325836 1.487966 -1.817612 -2.357 1.239 1.228 -0.5538
C 1.016485 -0.799556 1.687912 2.982 3.268 0.961 -1.0430
C -2.212828 1.381634 -0.261072 -2.309 1.000 -0.687 0.1948
C -2.370731 0.121297 -2.460231 2.009 0.118 -0.164 0.5374
C 3.171497 0.586258 2.287473 -3.612 0.533 5.469 -1.1780
C 1.095518 -0.243206 0.210390 2.454 -2.458 1.473 -0.0915
C -0.788415 1.310152 0.241776 2.073 -1.346 0.869 -0.0079
C 2.416730 -1.311478 3.838193 -0.064 -0.628 -0.819 -1.3566
H -2.486085 0.893391 -4.397316 0.564 -1.218 0.942 0.2749
H 3.412938 0.993714 1.385420 1.042 0.506 -2.615 0.3734
H 0.484129 0.067053 2.185509 0.087 -1.389 -0.127 0.4015
H -2.744589 0.472651 -0.040614 0.505 -1.130 0.223 0.3921
H -3.476496 1.727691 -2.037326 2.227 0.286 0.692 0.2917
H 3.987774 0.720791 3.088862 -1.113 -0.251 -1.467 0.2990
H -2.453429 2.261798 1.641898 -2.918 1.065 -4.128 0.3519
H 1.694018 -0.746001 4.427139 0.134 -0.052 0.311 0.3094
H -2.536182 -0.868058 -4.064602 0.977 1.844 -0.424 0.3073
H 3.218848 -1.595586 1.931101 -1.920 1.519 0.450 0.0800
H 3.447300 -1.190614 -0.247691 -0.975 -0.822 -0.990 0.3672
H -0.696298 -0.663473 -0.642530 0.204 1.190 0.488 0.3558
H -3.043462 3.705814 -0.427177 -0.164 -3.505 2.830 0.2207
H -1.677916 2.367367 -2.149718 -0.782 -1.609 -0.306 0.2282
H 2.238008 1.293984 2.635005 2.403 -0.996 -0.544 0.2142
H 1.813477 0.580756 0.202771 -0.192 -0.134 -0.304 0.5229
H 3.478731 -1.121657 4.163874 -1.255 -0.930 0.459 0.3925
H 2.053341 -2.402250 3.714472 0.973 1.589 0.940 0.3175
H 0.565187 -1.748861 1.765802 -0.847 -0.924 -0.013 0.4086
```
Positions in Å, forces in eV/Å.


[2]
Density functional theory data (wB97M-V/def2-TZVPD) for a 2-piece molecular cluster, C3H7ClOS overall in a non-equilibrium geometry.

Calculated values
LUMO: -0.47 eV
ΔE to the lowest compared entry with this formula, charge and spin: 33.4 kcal/mol
spin multiplicity: 1
HOMO: -9.27 eV

```
13
Properties=species:S:1:pos:R:3:forces:R:3:mulliken_charge:R:1
Cl -2.586535 -0.063076 0.751612 0.374 -1.548 -0.658 -0.1867
S -1.613910 -0.815781 -1.981014 -0.278 0.279 0.553 -0.1763
O -1.559547 2.363107 0.520015 1.507 3.170 2.175 -0.5964
C -0.231188 -1.443735 0.287540 0.594 2.535 1.968 -0.5095
C -1.388845 -0.793372 -0.383956 -1.348 -0.320 0.020 0.2505
C 1.033415 -0.609972 -0.178744 -2.067 -2.217 -0.612 -0.9520
H -1.963233 3.188693 0.925193 0.474 -1.757 -1.212 0.2944
H -2.128946 1.938205 -0.076143 -1.533 -0.212 -1.111 0.3159
H 1.858178 -1.267840 -0.048385 1.080 -0.022 0.273 0.3109
H 0.768917 -0.570969 -1.230083 1.020 0.924 -0.270 0.3130
H 1.040540 0.294141 0.382753 0.348 0.794 -0.032 0.3218
H -0.274260 -1.245124 1.398973 -0.314 -0.983 -1.107 0.2818
H -0.185376 -2.468795 -0.008798 0.144 -0.644 0.014 0.3327
```
Positions in Å, forces in eV/Å.


[3]
Density functional theory data (wB97M-V/def2-TZVPD) for C40H56GeN5O2ReSi3 as an isolated structure in a non-equilibrium geometry.

Calculated values
LUMO (alpha / beta): -6.89 / -6.90 eV
total charge: +2
spin multiplicity: 1
HOMO (alpha / beta): -12.16 / -12.16 eV

```
108
Properties=species:S:1:pos:R:3:forces:R:3:mulliken_charge:R:1
Re -0.144685 -2.708792 0.097381 -0.366 0.048 0.575 1.0442
Ge -2.638615 1.496022 0.405598 -0.069 0.129 0.050 0.1180
Si -3.858656 1.133025 -1.669998 -0.013 -0.020 -0.014 0.3473
Si -3.373547 0.357446 2.433732 0.089 -0.116 -0.012 0.4178
Si -1.488621 3.605356 0.794321 0.135 0.139 -0.069 0.3062
O 5.185049 3.938280 0.832494 0.030 -0.004 -0.050 -0.4461
O -0.118148 -2.527307 2.030764 -0.181 -0.029 -0.193 -0.8897
N 1.903268 -2.470726 0.400793 0.088 -0.346 -0.238 -0.5161
N -0.446427 -2.314066 -1.895799 -0.136 0.230 0.026 0.6068
N 4.955901 -1.548471 4.089361 0.204 -1.015 0.207 -0.6278
N -1.921648 -3.561657 -0.180363 0.553 -0.077 -0.191 0.4736
N 5.799693 -0.730687 3.738468 0.321 0.685 0.300 -0.2484
C 6.452841 2.134904 1.577157 -0.104 0.081 -0.026 -0.7245
C 2.914317 -2.572087 -0.462240 0.047 0.135 -0.107 -0.0081
C -5.004714 2.616551 -1.639566 0.120 -0.105 0.046 -1.0929
C -1.558324 -2.841845 -2.385039 -0.084 -0.005 0.019 0.2147
C 0.401408 -1.604509 -2.813665 0.089 0.092 -0.057 -0.8587
C -4.717841 1.558729 2.954187 0.142 -0.042 -0.111 -1.1042
C 4.241150 -2.442702 -0.071229 -0.036 0.017 0.053 -1.1573
C -0.315512 3.438863 2.246191 -0.132 -0.036 -0.098 -1.0253
C 4.137123 2.286283 2.265038 0.088 0.110 -0.159 -0.1759
C -3.761915 -4.854573 -0.324897 0.101 0.068 0.231 -0.8636
C 0.192182 0.556828 -1.409701 -0.099 -0.027 0.015 1.7164
C -2.941324 4.721605 1.201663 0.021 -0.214 -0.062 -1.0122
C 1.282618 -1.956728 3.924318 -0.185 -0.228 -0.281 -0.2533
C 5.222393 2.800034 1.549292 0.002 -0.100 0.097 0.7194
C -2.771829 -4.369397 0.509523 -0.259 -0.139 0.024 -0.3997
C -4.034219 -1.336675 2.018883 0.076 0.133 -0.013 -0.5538
C -2.372702 -3.558788 -1.507323 -0.184 0.006 -0.013 -0.7839
C 1.338051 1.011373 -0.504929 -0.028 0.013 -0.071 -0.5983
C -1.941863 0.233762 3.625444 -0.105 0.032 -0.139 -0.4741
C 3.994513 4.705028 0.845175 -0.011 0.058 0.004 -0.5650
C 1.974853 -0.235692 -4.641797 -0.008 -0.026 0.031 -1.4085
C -0.061620 -4.097062 -5.384237 -0.013 -0.009 0.029 -1.3196
C 3.498635 -2.004632 2.177107 -0.016 0.058 0.215 0.4426
C -2.729878 1.156388 -3.158748 -0.056 -0.023 0.167 -0.5204
C 1.735894 -1.587870 -4.802874 -0.003 0.057 0.020 -0.7175
C 2.189672 -2.227010 1.720154 -0.173 0.012 0.257 0.2958
C -0.635769 4.227588 -0.752207 -0.066 -0.169 0.093 -0.9891
C 5.495064 0.434455 2.989835 0.006 0.079 -0.386 -0.0990
C 2.576282 -1.713536 4.408664 0.356 0.075 -0.196 -0.6376
C 1.082998 -2.226253 2.591241 0.350 0.286 0.086 0.6407
C 6.589714 0.983911 2.314880 -0.103 -0.028 -0.035 -0.2753
C -4.768482 -0.491518 -1.498990 0.083 0.134 -0.018 -0.7496
C 0.763412 -3.778698 -4.136517 -0.043 -0.041 0.013 -0.8721
C 4.273037 1.102925 2.968005 0.083 -0.105 0.159 -0.5656
C 0.943316 -2.295570 -3.904863 0.106 -0.030 0.025 0.9104
C 0.672620 -0.245318 -2.602713 0.026 0.048 0.012 0.3813
C -3.513344 -4.343820 -1.608403 0.259 0.165 -0.096 -0.7747
C 3.670432 -1.688836 3.566539 -0.757 0.130 -0.090 0.1015
C 4.536085 -2.158985 1.246772 -0.024 0.008 -0.080 -0.5982
C 1.447831 0.422669 -3.544633 -0.046 -0.048 -0.003 -0.9596
H -3.277887 -1.918695 1.492066 0.013 -0.016 0.008 -0.2894
H -0.532705 -0.028408 -0.824856 0.005 0.011 -0.035 -0.9853
H -1.512951 1.201086 3.876071 0.022 0.078 0.015 0.3618
H -5.247536 1.160296 3.819949 -0.026 -0.064 0.068 0.4072
H -4.284230 -1.865999 2.939051 -0.016 -0.025 0.078 0.5293
H -1.074346 -3.695309 -5.317856 -0.017 0.007 0.000 0.2959
H 0.334060 3.759306 -0.917874 0.037 -0.033 0.006 0.2064
H 2.576900 0.301334 -5.360813 0.018 0.013 -0.022 0.4462
H 3.438481 0.742342 3.551778 -0.022 0.008 -0.025 0.4790
H 7.544010 0.481829 2.387067 0.053 -0.017 0.018 0.5077
H 3.745008 5.025867 1.860336 -0.003 -0.005 -0.037 0.3391
H -0.335014 1.441530 -1.780674 -0.012 -0.023 0.010 0.0850
H -2.172785 2.088807 -3.234074 0.039 0.078 -0.013 0.2818
H 5.024765 -2.562920 -0.802580 0.026 -0.011 -0.040 0.4872
H 0.319862 4.323510 2.303104 0.041 0.072 -0.017 0.4458
H -2.632915 -4.543298 1.563496 0.027 -0.016 0.068 0.5659
H -0.477973 5.302458 -0.655235 0.038 0.068 0.024 0.4981
H 0.440394 -1.969591 4.602242 -0.029 -0.002 0.030 0.5767
H -5.201439 -0.781464 -2.456762 -0.041 -0.003 -0.083 0.4355
H -1.247378 4.069069 -1.640259 -0.046 0.012 -0.056 0.2847
H -2.278411 -0.235270 4.550846 -0.033 -0.038 0.061 0.5030
H 0.322078 -4.266739 -3.265130 0.058 0.002 -0.040 0.4335
H 2.734042 -1.526086 5.461053 -0.013 0.006 0.047 0.4890
H 3.196612 2.814137 2.292326 -0.055 0.030 0.024 0.5195
H -5.584309 -0.409999 -0.782007 -0.050 0.004 0.058 0.3975
H 4.194085 5.577297 0.228015 -0.020 -0.039 0.036 0.3163
H -4.929038 -1.297782 1.401607 -0.064 0.013 -0.048 0.3560
H 0.964126 1.537280 0.374025 -0.001 0.031 0.012 -0.5794
H -1.161424 -0.395331 3.195896 0.043 -0.039 -0.002 -0.3243
H 0.396739 -3.669942 -6.274257 0.006 0.016 -0.033 0.3790
H 5.566525 -2.077174 1.563531 0.043 0.053 0.020 0.6761
H -2.013776 0.334939 -3.156176 0.024 -0.056 -0.008 -0.2395
H -4.312726 2.529110 3.235269 0.025 0.061 0.049 0.2867
H 3.158633 4.140580 0.419203 -0.002 0.008 0.005 0.0570
H -4.455098 3.543590 -1.802433 0.019 0.049 -0.020 0.2972
H -0.135232 -5.172970 -5.528521 -0.010 -0.035 -0.017 0.4302
H 1.628944 1.481630 -3.417534 0.042 0.065 0.018 0.5926
H -2.554940 5.705545 1.472416 0.047 0.054 0.004 0.4057
H 0.328446 2.562693 2.176592 0.042 -0.012 -0.003 0.1400
H 1.756830 -4.216596 -4.257829 -0.001 -0.022 0.007 0.5832
H -5.741614 2.522161 -2.438364 -0.042 -0.015 -0.059 0.4146
H 2.647083 -2.752597 -1.496325 -0.003 -0.028 -0.001 0.3337
H -4.567558 -5.504169 -0.035605 -0.065 -0.068 0.016 0.5055
H -4.070444 -4.548801 -2.505081 -0.096 0.010 -0.097 0.5839
H -3.340477 1.064800 -4.057416 -0.064 -0.008 -0.077 0.5378
H -4.108557 -1.294980 -1.171300 0.039 -0.050 0.007 -0.0668
H 7.285979 2.566022 1.041660 0.036 0.018 -0.014 0.4836
H -5.455749 1.711690 2.165800 -0.066 0.000 -0.025 0.3589
H -3.600387 4.849921 0.343085 -0.034 0.034 -0.036 0.2927
H -1.805675 -2.710912 -3.433740 0.024 -0.076 -0.035 0.7444
H 1.934001 0.169740 -0.164480 0.076 -0.138 0.083 0.1226
H -0.865959 3.374425 3.183348 -0.050 0.000 0.072 0.4076
H 2.172490 -2.115272 -5.639719 0.026 -0.028 -0.062 0.5131
H 2.010056 1.680900 -1.041755 0.015 0.026 0.009 0.5412
H -5.554269 2.705136 -0.701838 -0.046 -0.001 0.039 0.3648
H -3.538016 4.363023 2.038390 -0.031 -0.002 0.066 0.3133
```
Positions in Å, forces in eV/Å.


[4]
Density functional theory data (wB97M-V/def2-TZVPD) for a 2-piece molecular cluster, CHClS2 overall in a non-equilibrium geometry.

Calculated values
LUMO: -0.11 eV
ΔE to the lowest compared entry with this formula, charge and spin: 4.5 kcal/mol
spin multiplicity: 1
HOMO: -9.67 eV

```
5
Properties=species:S:1:pos:R:3:forces:R:3:mulliken_charge:R:1
Cl -0.827860 0.361200 -2.116249 2.702 2.120 0.505 -0.2094
S -0.613815 0.277573 1.893018 0.081 0.183 -0.166 -0.2297
S 2.351553 -0.317769 1.073999 -1.877 0.646 0.299 -0.2148
C 0.845732 0.048410 1.440792 1.785 -0.828 -0.134 0.4425
H -1.755611 -0.369414 -2.291559 -2.691 -2.121 -0.504 0.2114
```
Positions in Å, forces in eV/Å.